Record 1
Below is C24H45FeGeN2O2Si2Te as an isolated structure, with properties calculated with wB97M-V/def2-TZVPD.

```
78
C24H45FeGeN2O2Si2Te wB97M-V/def2-TZVPD
Fe -1.464 0.760 -0.497
C -0.161 4.802 -1.095
C -0.364 3.376 -1.537
O -0.538 2.513 -0.594
C -0.329 3.032 -2.865
C -0.545 1.705 -3.332
C -0.274 1.413 -4.780
N -0.987 0.765 -2.537
N -1.179 -0.484 -3.156
C -1.614 -1.336 -2.284
O -1.845 -1.035 -1.031
C -1.888 -2.734 -2.701
C -2.789 -3.502 -1.971
C -3.073 -4.802 -2.362
C -2.448 -5.345 -3.476
C -1.539 -4.584 -4.199
C -1.261 -3.282 -3.816
H -1.020 5.407 -1.390
H 0.725 5.236 -1.560
H -0.059 4.840 -0.013
H -0.091 3.794 -3.593
H 0.202 2.270 -5.252
H -1.205 1.180 -5.298
H 0.358 0.532 -4.881
H -3.256 -3.070 -1.095
H -3.780 -5.393 -1.794
H -2.668 -6.361 -3.780
H -1.044 -5.009 -5.064
H -0.561 -2.675 -4.375
C -4.770 1.508 3.045
Ge -3.135 1.382 1.981
C -2.483 -0.448 2.365
C -1.908 2.783 2.587
C -3.297 1.481 0.046
H -4.528 1.311 4.091
H -5.498 0.768 2.712
H -5.223 2.497 2.973
H -1.766 -0.467 3.183
H -2.027 -0.951 1.510
H -3.346 -1.053 2.654
H -1.940 2.880 3.674
H -2.218 3.734 2.148
H -0.878 2.606 2.277
H -3.388 2.486 -0.364
H -4.030 0.796 -0.378
C 2.662 -1.709 4.935
Si 1.762 -0.320 4.069
C 0.284 0.198 5.083
C 2.900 1.148 3.878
C 1.268 -0.983 2.368
Te 0.962 0.472 0.837
C 1.569 -0.819 -0.764
Si 3.331 -0.499 -1.325
C 4.496 -0.610 0.135
C 3.784 -1.779 -2.605
C 3.381 1.217 -2.060
H 2.964 -1.419 5.944
H 3.563 -1.993 4.385
H 2.028 -2.595 5.019
H 0.624 0.543 6.063
H -0.417 -0.624 5.242
H -0.259 1.024 4.617
H 3.217 1.503 4.862
H 2.411 1.980 3.368
H 3.798 0.895 3.308
H 0.390 -1.629 2.409
H 2.110 -1.578 2.003
H 0.879 -0.635 -1.590
H 1.385 -1.832 -0.404
H 4.535 -1.622 0.546
H 4.191 0.072 0.934
H 5.511 -0.332 -0.160
H 3.820 -2.781 -2.171
H 4.765 -1.567 -3.038
H 3.055 -1.793 -3.419
H 2.929 1.947 -1.383
H 2.826 1.259 -3.002
H 4.407 1.535 -2.257
```

Properties
**Charge**: 0
**Multiplicity**: 6
**Orbital gap (spin up / spin down)**: 7.7 / 7.1 eV
**LUMO level (spin up / spin down)**: 0.41 / -0.46 eV

Record 2
Below is a 2-piece molecular cluster, C3H5NOS overall, with properties calculated with wB97M-V/def2-TZVPD.

```
11
C3H5NOS wB97M-V/def2-TZVPD
C 0.925 0.743 1.888
C -0.367 0.766 1.042
C 0.145 -0.513 0.383
N 1.306 -0.436 1.147
O 1.399 1.319 2.797
S 0.726 0.439 -2.723
H -1.271 0.539 1.683
H -0.611 1.704 0.492
H -0.360 -1.446 0.209
H 2.268 -0.827 1.350
H 0.222 -0.750 -2.338
```

Properties
**Charge**: 0
**Orbital gap (spin up / spin down)**: 9.3 / 5.9 eV
**LUMO level (spin up / spin down)**: -0.11 / -2.06 eV

Record 3
Below is the molecule CH7N3, with properties calculated with wB97M-V/def2-TZVPD.

```
11
CH7N3 wB97M-V/def2-TZVPD
C -0.863 0.744 0.343
N 0.366 -0.111 0.549
N 0.090 -1.282 -0.063
N 1.601 0.534 0.030
H -1.193 0.603 -0.650
H -1.558 0.316 1.063
H -0.987 1.782 0.524
H -0.128 -1.297 -1.107
H 0.734 -1.966 0.362
H 1.568 0.768 -0.954
H 1.671 1.380 0.580
```

Properties
**Charge**: 0
**SMILES**: CN(N)N
**Orbital gap**: 9.8 eV
**LUMO level**: 1.15 eV

Record 4
Below is the molecule C5H12N2O2, with properties calculated with wB97M-V/def2-TZVPD.

```
21
C5H12N2O2 wB97M-V/def2-TZVPD
C 1.620 2.155 0.189
N 1.860 0.734 0.018
C 1.007 -0.148 -0.401
N 1.492 -1.479 -0.472
O 2.901 -1.617 -0.190
O -0.226 0.103 -0.853
C -1.240 -0.064 0.146
C -2.560 0.046 -0.638
C -1.015 -1.293 0.988
H 2.059 2.526 1.064
H 2.154 2.767 -0.535
H 0.571 2.655 0.311
H 1.164 -1.869 -1.318
H 3.202 -0.749 0.087
H -1.223 0.961 0.655
H -2.845 -0.914 -1.127
H -2.485 0.906 -1.340
H -3.375 0.303 0.000
H -0.061 -1.534 1.371
H -1.225 -2.102 0.261
H -1.776 -1.387 1.785
```

Properties
**Charge**: 0
**SMILES**: C/N=C(/NO)OC(C)C
**Orbital gap**: 9.8 eV
**LUMO level**: 0.93 eV

Record 5
Below is the molecule C3H2O3, with properties calculated with wB97M-V/def2-TZVPD.

```
8
C3H2O3 wB97M-V/def2-TZVPD
O -0.940 -0.617 1.743
C -0.225 -0.986 0.848
C 0.569 0.031 0.029
O 1.773 0.094 0.096
C -0.217 0.975 -0.878
O -1.383 0.794 -1.115
H -0.054 -2.054 0.610
H 0.391 1.784 -1.329
```

Properties
**Charge**: 0
**SMILES**: O=CC(=O)C=O
**Orbital gap**: 8.9 eV
**LUMO level**: -1.22 eV

Record 6
Below is an isolated ion of composition C3H7N2OSe and charge +1, with properties calculated with wB97M-V/def2-TZVPD.

```
14
C3H7N2OSe wB97M-V/def2-TZVPD
N 0.705 1.334 -0.225
C -0.170 0.445 0.725
N 0.425 -0.796 0.831
C -0.035 -1.913 0.085
O 0.616 -2.890 0.058
C -1.340 -1.659 -0.527
Se -2.028 0.078 0.082
H -0.008 1.611 -0.929
H 1.215 0.581 -0.534
H 1.310 2.023 0.272
H -0.354 0.928 1.655
H 1.271 -0.915 1.332
H -1.370 -1.898 -1.552
H -2.054 -2.407 -0.062
```

Properties
**Charge**: +1
**SMILES**: [NH3+][C@@H]1NC(=O)C[Se]1
**Orbital gap**: 9.9 eV
**LUMO level**: -3.84 eV

Record 7
Below is a 7-piece molecular cluster, C11H19Cl17 overall, with properties calculated with wB97M-V/def2-TZVPD.

```
47
C11H19Cl17 wB97M-V/def2-TZVPD
Cl -38.035 10.941 35.151
C -37.062 12.090 36.246
Cl -37.415 11.646 37.956
Cl -37.494 13.826 36.032
H -36.012 11.846 36.083
Cl -26.841 21.299 32.691
C -26.256 19.808 33.338
Cl -25.584 20.168 34.956
Cl -25.104 18.925 32.248
H -27.098 19.127 33.468
Cl -37.484 9.857 28.673
C -36.021 10.952 28.735
Cl -34.797 10.439 29.925
Cl -36.546 12.608 28.957
H -35.613 10.902 27.725
Cl -31.460 24.722 27.245
C -30.683 24.254 25.778
C -30.670 22.685 25.736
Cl -30.377 22.050 24.107
H -29.653 24.608 25.724
H -31.282 24.569 24.924
H -31.615 22.280 26.100
H -29.896 22.330 26.416
Cl -23.311 14.658 37.579
C -21.508 14.878 37.778
C -20.723 13.518 37.567
Cl -20.678 12.938 35.867
H -21.291 15.307 38.757
H -21.259 15.733 37.149
H -21.114 12.698 38.170
H -19.665 13.686 37.769
Cl -29.325 15.912 30.020
C -29.511 14.181 30.468
C -28.949 13.725 31.908
Cl -30.362 13.673 33.068
H -29.163 13.611 29.607
H -30.560 13.963 30.271
H -28.284 14.464 32.357
H -28.480 12.741 31.912
Cl -26.808 8.681 28.392
C -25.370 8.558 27.414
C -24.140 9.155 28.201
Cl -24.444 10.906 28.431
H -25.606 9.171 26.544
H -25.199 7.503 27.199
H -23.249 8.988 27.596
H -24.084 8.734 29.205
```

Properties
**Charge**: 0
**SMILES**: ClC(Cl)Cl.ClC(Cl)Cl.ClC(Cl)Cl.ClCCCl.ClCCCl.ClCCCl.ClCCCl
**Orbital gap**: 10.9 eV
**LUMO level**: 0.29 eV

Record 8
Below is C19H23BNO5 as an isolated structure, with properties calculated with wB97M-V/def2-TZVPD.

```
49
C19H23BNO5 wB97M-V/def2-TZVPD
C -3.202 1.099 0.737
C -2.024 0.245 0.622
C -1.731 -1.053 1.002
C -0.332 -1.204 0.806
C 0.161 0.089 0.776
B 0.515 -0.516 -2.396
N -0.827 -0.833 -2.844
C -1.770 -1.810 -2.243
C -1.442 0.525 -3.109
C -0.348 1.538 -2.888
O -0.277 2.707 -3.189
O 0.744 0.849 -2.291
C -0.006 -1.461 -3.977
C 1.143 -2.174 -3.315
O 1.767 -3.126 -3.658
O 1.414 -1.518 -2.098
O -0.845 0.854 0.256
H -4.081 0.430 0.751
H -3.195 1.658 1.709
H -3.294 1.823 -0.105
H -2.405 -1.750 1.509
H 0.239 -2.129 0.923
H -2.289 -2.289 -3.078
H -1.264 -2.564 -1.626
H -2.518 -1.283 -1.623
H -1.777 0.564 -4.151
H -2.277 0.725 -2.407
H -0.648 -2.174 -4.478
H 0.273 -0.643 -4.648
C 1.460 2.113 0.250
C 1.448 0.678 0.784
C 2.671 -0.113 0.279
C 1.321 0.576 2.314
C 1.783 -0.582 2.980
C 1.541 -0.730 4.350
C 0.840 0.279 5.045
C 0.325 1.394 4.354
C 0.596 1.552 3.002
H 0.512 2.622 0.414
H 2.273 2.610 0.796
H 1.677 2.119 -0.820
H 2.607 -1.205 0.326
H 2.976 0.168 -0.735
H 3.501 0.210 0.928
H 2.303 -1.386 2.442
H 1.930 -1.610 4.891
H 0.612 0.156 6.110
H -0.261 2.165 4.866
H 0.183 2.404 2.457
```

Properties
**Charge**: +1
**Orbital gap**: 6.7 eV
**LUMO level**: -3.47 eV

Record 9
Below is a 2-piece molecular cluster, C5H11N2 overall, with properties calculated with wB97M-V/def2-TZVPD.

```
18
C5H11N2 wB97M-V/def2-TZVPD
C -3.362 0.299 -0.911
C -0.482 -0.807 0.310
C 0.640 0.207 0.034
C 2.154 -0.173 0.128
N 3.144 0.700 0.328
C 4.370 0.256 0.570
N -4.188 1.058 0.033
H -3.973 -0.350 -1.588
H -3.002 0.025 0.198
H -0.340 -1.036 1.412
H -0.477 -1.576 -0.367
H 0.532 1.349 0.203
H 2.361 -1.197 0.285
H 4.679 -0.769 0.530
H 5.148 0.995 0.658
H -2.653 0.863 -1.415
H 0.369 -0.124 -0.961
H -4.920 0.280 0.553
```

Properties
**Charge**: 0
**Multiplicity**: 2
**Orbital gap (spin up / spin down)**: 7.1 / 9.2 eV
**LUMO level (spin up / spin down)**: -0.56 / -0.19 eV

Record 10
Below is the molecule C4H7NO2, with properties calculated with wB97M-V/def2-TZVPD.

```
14
C4H7NO2 wB97M-V/def2-TZVPD
O -1.714 -1.241 -1.298
C -1.587 -0.167 -0.760
C -0.264 0.547 -0.641
N 0.875 -0.176 -1.207
C 1.420 -0.455 0.140
C 0.365 0.454 0.785
O -0.385 -0.210 1.771
H -2.465 0.374 -0.347
H -0.389 1.569 -1.030
H 0.554 -1.013 -1.688
H 1.314 -1.491 0.482
H 2.461 -0.136 0.261
H 0.758 1.410 1.150
H -0.936 0.434 2.230
```

Properties
**Charge**: 0
**SMILES**: O=C[C@@H]1NC[C@@H]1O
**Orbital gap**: 9.9 eV
**LUMO level**: 0.56 eV

Record 11
Below is a 4-piece molecular cluster, CH10O3S overall, with properties calculated with wB97M-V/def2-TZVPD.

```
15
CH10O3S wB97M-V/def2-TZVPD
C -0.811 -2.103 0.361
S -0.358 -2.463 -1.413
H -1.471 -1.248 0.431
H 0.129 -1.755 0.750
H -1.250 -3.019 0.705
H -0.792 -3.719 -1.345
O -1.473 1.633 -0.292
H -1.544 2.548 0.002
H -2.283 1.212 0.013
O 2.156 2.634 -0.597
H 1.901 3.246 -1.291
H 2.507 1.846 -1.022
O 0.862 0.219 1.478
H 1.811 0.360 1.592
H 0.617 0.610 0.630
```

Properties
**Charge**: 0
**SMILES**: CS.O.O.O
**Orbital gap**: 9.2 eV
**LUMO level**: 0.48 eV

Record 12
Below is C37H60AsGe2N5NiO2 as an isolated structure, with properties calculated with wB97M-V/def2-TZVPD.

```
108
C37H60AsGe2N5NiO2 wB97M-V/def2-TZVPD
Ni 0.235 -0.193 0.829
N 2.336 -0.268 1.163
C 3.026 0.498 0.112
C 4.523 0.183 -0.137
C 5.300 -0.525 0.985
C 5.553 -1.994 0.640
N 6.240 -2.721 1.712
C 5.716 -3.570 2.586
N 6.485 -4.091 3.542
N 4.425 -3.908 2.540
C 2.268 0.444 -1.225
O 2.832 0.678 -2.256
O 0.967 0.171 -1.119
H 2.615 0.069 2.078
H 2.549 -1.259 1.113
H 2.946 1.544 0.422
H 5.009 1.126 -0.376
H 4.605 -0.403 -1.053
H 4.815 -0.451 1.962
H 6.270 -0.039 1.097
H 6.199 -2.053 -0.236
H 4.640 -2.519 0.355
H 7.225 -2.527 1.817
H 7.469 -3.888 3.592
H 6.125 -4.769 4.192
H 3.848 -3.652 1.757
H 4.068 -4.622 3.152
C 2.563 -2.760 -1.842
C 1.836 -3.453 -0.700
Ge 0.223 -2.579 0.096
C -0.544 -4.116 1.098
C -2.023 -4.037 1.471
C -0.982 -2.506 -1.465
C -1.109 -1.649 -2.492
Ge -0.352 0.156 -2.557
C 0.592 0.851 -4.111
C -0.262 1.207 -5.329
C -1.525 1.425 -1.636
C -2.941 1.649 -2.163
C -2.002 -1.975 -3.644
C -2.229 -3.299 -4.031
C -3.078 -3.595 -5.083
C -3.714 -2.576 -5.782
C -3.487 -1.258 -5.423
C -2.633 -0.967 -4.368
H 3.276 -3.426 -2.334
H 3.122 -1.883 -1.518
H 1.860 -2.424 -2.607
H 2.543 -3.755 0.087
H 1.419 -4.396 -1.063
H 0.058 -4.305 1.992
H -0.392 -4.983 0.447
H -2.236 -3.257 2.204
H -2.376 -4.973 1.905
H -2.648 -3.835 0.598
H -1.627 -3.385 -1.539
H 1.375 0.142 -4.378
H 1.102 1.742 -3.740
H -0.711 0.328 -5.787
H 0.361 1.688 -6.082
H -1.063 1.907 -5.082
H -0.983 2.374 -1.580
H -1.595 1.042 -0.610
H -2.940 2.108 -3.152
H -3.497 2.316 -1.501
H -3.500 0.715 -2.233
H -1.716 -4.104 -3.524
H -3.236 -4.627 -5.369
H -4.373 -2.812 -6.607
H -3.972 -0.455 -5.961
H -2.493 0.077 -4.108
C 0.688 2.650 3.314
As 0.063 2.282 1.512
C 1.050 3.639 0.528
C -1.768 3.004 1.616
C -1.836 4.465 1.931
C -1.799 5.414 0.911
C -1.873 6.768 1.201
C -1.986 7.192 2.518
C -2.030 6.256 3.540
C -1.956 4.901 3.248
H 0.482 3.690 3.566
H 1.763 2.481 3.378
H 0.180 2.000 4.026
H 0.637 4.624 0.741
H 1.011 3.453 -0.545
H 2.090 3.626 0.855
H -2.257 2.409 2.388
H -2.261 2.774 0.672
H -1.729 5.091 -0.122
H -1.853 7.492 0.398
H -2.053 8.247 2.745
H -2.135 6.579 4.568
H -2.013 4.175 4.051
N -1.644 -0.671 2.043
C -2.944 -0.111 2.264
C -3.357 0.227 3.544
C -4.596 0.827 3.722
C -5.413 1.093 2.633
C -4.994 0.740 1.358
C -3.761 0.134 1.169
H -1.677 -1.179 1.159
H -1.320 -1.318 2.752
H -2.718 0.030 4.397
H -4.922 1.088 4.720
H -6.376 1.563 2.778
H -5.632 0.926 0.504
H -3.442 -0.158 0.174
```

Properties
**Charge**: +2
**Multiplicity**: 3
**Orbital gap (spin up / spin down)**: 7.0 / 7.4 eV
**LUMO level (spin up / spin down)**: -4.76 / -4.91 eV

Please write out number 11 again, unchanged.
Below is a 4-piece molecular cluster, CH10O3S overall, with properties calculated with wB97M-V/def2-TZVPD.

```
15
CH10O3S wB97M-V/def2-TZVPD
C -0.811 -2.103 0.361
S -0.358 -2.463 -1.413
H -1.471 -1.248 0.431
H 0.129 -1.755 0.750
H -1.250 -3.019 0.705
H -0.792 -3.719 -1.345
O -1.473 1.633 -0.292
H -1.544 2.548 0.002
H -2.283 1.212 0.013
O 2.156 2.634 -0.597
H 1.901 3.246 -1.291
H 2.507 1.846 -1.022
O 0.862 0.219 1.478
H 1.811 0.360 1.592
H 0.617 0.610 0.630
```

Properties
**Charge**: 0
**SMILES**: CS.O.O.O
**Orbital gap**: 9.2 eV
**LUMO level**: 0.48 eV